The following is a quantum chemistry calculation of 2 unconnected molecules or ions with the total composition C4H11O3 in a non-equilibrium geometry, from the Open Molecules 2025 dataset.

Results
- frontier orbital gap (eV) = 6.608
- ΔE to the lowest compared entry with this formula, charge and spin (kcal per mole) = 31.10
- total charge = -1
- LUMO (eV) = 3.43

Element x y z (Å)
C  -0.59  0.44  -0.74
C  -0.52  -0.01  0.73
C  0.54  0.91  1.50
O  1.75  0.26  1.68
C  -1.52  -0.46  -1.55
O  -2.62  -1.10  -0.86
H  -0.98  1.47  -0.70
H  0.38  0.46  -1.25
H  0.00  -0.96  0.81
H  -1.48  0.00  1.22
H  0.77  1.81  0.89
H  0.13  1.17  2.51
H  -0.94  -1.28  -1.98
H  -1.89  -0.06  -2.50
H  -3.37  -0.53  -1.05
H  3.68  -0.10  -0.20
H  2.27  0.22  0.37
O  2.78  -0.06  -0.56